Run a
23
Properties=species:S:1:pos:R:3 method="wB97M-V/def2-TZVPD" smiles=CNC[C@H](C)NCN e_lumo_ha=0.037 homo_lumo_gap_ev=9.57
H 0.057 0.630 1.574
H -1.888 -0.460 0.098
C 1.457 1.690 0.427
H -1.234 -1.010 -2.101
H 2.041 1.488 -0.506
C -0.905 1.249 -0.326
H 0.968 -0.563 -0.995
C 1.427 -1.368 0.900
N 0.611 -2.199 1.793
H -0.574 1.676 -1.259
H -1.322 2.145 0.242
N -2.002 0.312 -0.541
H 2.222 1.535 1.183
N 0.558 -0.643 -0.070
H 2.112 -0.678 1.401
C -2.066 -0.325 -1.861
H 0.177 -2.835 1.134
H -1.924 0.488 -2.591
C 0.281 0.695 0.502
H 2.032 -2.096 0.346
H -3.033 -0.800 -1.968
H -0.154 -1.666 2.199
H 1.159 2.735 0.416

=====

Run b
23
Properties=species:S:1:pos:R:3 method="wB97M-V/def2-TZVPD" e_lumo_ha=0.038 homo_lumo_gap_ev=8.77
C 0.149 -1.252 1.161
C 1.213 -0.346 -1.486
H -0.304 3.061 0.782
H -1.309 -2.028 -0.230
H 1.151 -1.438 1.533
C 0.889 0.107 -0.083
H -0.737 -3.197 0.966
C -0.431 -2.361 0.329
H -0.390 -1.155 2.101
H 2.086 -1.000 -1.483
H -1.533 1.083 1.684
H -0.208 2.160 -1.735
H 0.397 -0.925 -1.932
H -2.115 0.349 0.348
H 1.431 0.496 -2.158
H 1.810 0.436 0.403
H 0.300 -2.728 -0.389
H 0.837 2.121 1.517
N -0.890 1.676 -1.162
H -1.272 0.905 -1.698
N 0.391 2.338 0.636
C -0.200 1.160 0.029
N -1.263 0.537 0.867

=====

Run c
23
Properties=species:S:1:pos:R:3 method="wB97M-V/def2-TZVPD" smiles=C[C@H](N)CC(C)(N)N e_lumo_ha=0.037 homo_lumo_gap_ev=9.96
H -1.519 -1.849 -0.139
H 1.908 1.081 2.073
H 2.669 1.057 -0.532
H -3.046 -0.997 -0.388
H -2.953 1.469 -0.698
C 0.232 0.315 -0.679
H 2.763 -0.565 -0.637
H -1.914 -1.195 -1.734
C -1.983 -1.006 -0.656
H 1.818 -1.449 1.902
C 1.146 0.092 0.527
H 1.093 2.053 1.012
H 0.960 -2.081 0.500
C -1.311 0.314 -0.280
N -1.980 1.409 -0.996
C 0.981 -1.256 1.219
H 0.062 -1.297 1.814
N 1.085 1.151 1.478
H -1.451 0.495 0.790
H -1.998 1.216 -1.995
H 0.464 1.287 -1.135
H 0.412 -0.442 -1.451
N 2.565 0.199 0.007

=====

Which of them is the least stable? Correct choice: run b.